No. 1
{
  "formula": "C41H39F2N10O3PTi",
  "method": "the ωB97M-V functional and the def2-TZVPD basis",
  "species": ["Ti", "C", "N", "C", "C", "N", "C", "P", "C", "N", "C", "C", "N", "C", "C", "N", "C", "C", "N", "C", "H", "H", "H", "H", "H", "H", "H", "H", "H", "H", "H", "H", "H", "H", "H", "F", "C", "C", "C", "C", "C", "F", "C", "C", "C", "C", "C", "C", "N", "H", "H", "H", "H", "H", "H", "O", "C", "N", "C", "O", "C", "C", "C", "C", "C", "C", "H", "H", "H", "H", "C", "C", "N", "C", "C", "C", "O", "C", "C", "C", "C", "N", "C", "H", "H", "H", "H", "H", "H", "H", "H", "H", "H", "H", "H", "H", "H"],
  "coordinates": [[1.25352, -0.55807, 0.48716], [0.69826, 1.90010, 5.24970], [0.82176, 0.71862, 4.44221], [1.16495, -0.52136, 4.78988], [0.99990, -1.28524, 3.65449], [0.55435, -0.49242, 2.63676], [0.33416, 0.73078, 3.14448], [-0.32257, 2.36698, 2.58278], [0.04199, 2.47409, 0.81721], [0.46843, 1.53512, -0.06134], [0.70553, 2.17421, -1.22720], [0.33231, 3.45429, -1.12259], [-0.01597, 3.65211, 0.17589], [-0.31936, 4.89854, 0.84798], [-2.14146, 2.01731, 2.43117], [-2.77510, 2.73652, 1.51443], [-4.09984, 2.42491, 1.63923], [-4.28433, 1.50589, 2.62036], [-3.01350, 1.25465, 3.12193], [-2.74842, 0.29502, 4.19491], [-0.33211, 2.06123, 5.54456], [1.13280, 2.72323, 4.67574], [1.25858, 1.60679, 6.09843], [1.48605, -0.76999, 5.79148], [1.24317, -2.40765, 3.58841], [0.96578, 1.60863, -2.09063], [0.35712, 4.25250, -1.80922], [-1.37575, 4.98901, 0.97277], [0.01402, 5.61443, 0.08010], [0.38225, 4.89080, 1.75254], [-4.86266, 3.01441, 1.04440], [-5.18527, 1.04917, 3.05202], [-3.08400, -0.65740, 3.84595], [-3.32908, 0.62293, 5.08549], [-1.70917, 0.26537, 4.53885], [-4.43262, -0.42205, 0.11533], [-3.28205, -1.14230, 0.23400], [-2.01314, -0.58800, 0.14784], [-0.89338, -1.34724, 0.32299], [-0.98586, -2.77287, 0.43877], [-2.26277, -3.34351, 0.47124], [-2.52372, -4.67614, 0.53029], [-3.39626, -2.56234, 0.40679], [0.28976, -3.53997, 0.68142], [0.33987, -4.92002, 0.96958], [1.56411, -5.51878, 1.27355], [2.72388, -4.76826, 1.29066], [2.60201, -3.39956, 1.03274], [1.42816, -2.79765, 0.84193], [-1.94747, 0.48592, 0.13335], [-4.39259, -3.01781, 0.48438], [-0.54280, -5.55374, 0.94090], [1.64029, -6.64337, 1.34499], [3.77256, -5.19565, 1.41643], [3.48419, -2.75904, 0.98923], [2.37913, 2.82457, 2.52730], [3.08416, 2.05545, 1.85125], [2.77213, 0.85168, 1.40907], [3.60876, 0.36329, 0.58923], [3.22729, -0.77897, -0.03075], [4.61425, 1.38499, 0.22264], [5.78775, 1.63418, -0.60730], [6.43749, 2.81324, -0.53229], [6.14016, 3.81788, 0.42412], [5.06833, 3.54887, 1.22647], [4.31960, 2.42358, 1.16117], [6.01876, 0.86113, -1.38583], [7.27972, 2.85543, -1.22383], [6.91574, 4.59340, 0.34910], [4.80718, 4.23318, 1.99828], [-3.41388, 1.36844, -4.25869], [-3.42128, -0.00256, -4.90577], [-2.33176, -0.73536, -4.30215], [-2.68464, -1.73738, -3.33388], [-3.71158, -2.78706, -3.80923], [-1.14803, -0.72593, -4.90345], [-0.96091, -0.29227, -6.07672], [0.03072, -1.25163, -4.07860], [1.06982, -1.88027, -4.70805], [2.18032, -2.09829, -3.93415], [2.33346, -1.65234, -2.63191], [1.29163, -1.08646, -2.01144], [0.24513, -0.84876, -2.72928], [-4.22642, 2.06113, -4.41954], [-2.52385, 1.84023, -4.61392], [-3.27158, 1.11551, -3.19064], [-3.26163, -0.03881, -6.03258], [-4.25593, -0.60742, -4.71888], [-3.11309, -1.26944, -2.46367], [-1.81868, -2.29476, -2.98036], [-4.71796, -2.34923, -3.76136], [-3.76345, -3.59772, -3.12443], [-3.40630, -3.15997, -4.78091], [0.92966, -2.17449, -5.72862], [3.01812, -2.63830, -4.39047], [3.30997, -1.87223, -2.09740], [-0.62683, -0.42960, -2.16931]],
  "atomic_forces_ev_per_a": [[0.144, 0.176, -0.402], [0.475, -0.381, 0.062], [-2.199, 1.370, -2.108], [0.225, -1.063, -0.169], [0.806, -1.670, 0.432], [-0.721, 0.458, -0.202], [1.513, -0.765, 0.813], [-0.163, -0.684, 0.198], [0.601, -1.172, -1.296], [-0.116, -0.548, 1.857], [-0.626, -1.147, -0.537], [0.285, 0.981, 0.444], [-0.465, -0.717, 0.762], [2.277, 0.146, -0.716], [0.132, 0.155, -0.989], [0.086, 0.043, 0.228], [-1.076, 1.407, -0.919], [-0.139, -0.236, 0.578], [0.122, -0.351, 0.543], [-0.486, 1.191, 0.787], [-0.180, 0.258, -0.015], [-0.028, 0.018, 0.535], [0.668, 0.621, 1.276], [0.024, -0.010, -0.194], [-0.499, 2.151, -0.285], [0.398, -0.021, -0.424], [0.016, 0.657, -0.609], [-0.571, 0.070, 0.720], [-0.117, 0.415, 0.827], [-1.452, 0.580, -1.019], [1.007, -1.193, 0.794], [0.689, 0.225, -0.332], [-0.009, -0.801, 0.088], [0.166, -0.422, -0.538], [-0.151, 0.017, -0.617], [0.888, -0.378, 0.064], [0.050, -2.480, 0.120], [-1.612, 0.935, 0.608], [1.973, -1.662, -0.363], [0.607, 0.228, 0.278], [-0.241, 0.557, -0.265], [0.524, 0.056, 0.154], [-1.116, 1.857, -0.255], [-0.203, -0.117, 1.358], [0.239, 0.042, -0.236], [0.070, -1.383, -0.490], [1.403, 0.241, -0.279], [0.232, -0.370, 0.486], [-0.811, -0.031, -1.152], [0.044, 0.411, -0.352], [0.538, 0.155, -0.135], [0.154, 0.376, -0.137], [-0.279, 1.423, 0.253], [-1.740, 0.493, -0.080], [-0.345, -0.028, 0.098], [-0.993, 0.252, 1.085], [1.334, 2.218, -0.641], [-3.992, -1.663, 2.733], [3.451, -0.947, -4.687], [-0.018, 0.939, 0.774], [1.070, 0.224, 0.748], [-2.750, -2.873, -0.325], [0.943, -0.126, -0.354], [1.318, -1.259, -1.842], [0.769, 2.334, 1.146], [-0.494, -1.847, -1.156], [0.114, 0.871, 0.805], [-0.033, 0.646, 0.253], [-1.120, 0.343, 0.983], [-0.248, 0.709, 0.548], [0.215, -0.750, 0.637], [0.721, 0.167, -2.070], [-0.113, -0.489, -0.158], [-0.501, -1.148, 0.916], [0.027, 1.323, -0.174], [1.655, 0.180, -2.280], [-0.114, -0.756, 2.763], [-0.127, 1.583, 0.327], [-0.802, 0.182, 0.517], [2.182, -0.827, -0.520], [0.856, -1.172, -0.089], [1.613, 0.266, 1.434], [-3.594, -0.036, -0.898], [-0.497, -0.224, -0.082], [0.722, 0.541, -0.045], [-0.289, 0.790, -0.252], [-0.210, 0.451, 1.398], [-1.630, -0.268, 0.282], [-0.072, 0.380, 0.505], [0.158, 0.317, -0.183], [0.187, -0.223, -0.652], [0.300, -0.776, 0.695], [-0.412, -0.078, -0.285], [0.366, -0.188, -0.394], [-0.190, 0.275, 0.261], [-1.638, 0.639, -0.370], [0.822, -0.062, -0.599]],
  "orbital_gap_ev": [4.97, 7.87],
  "homo_energy_ev": [-4.911, -7.846],
  "multiplicity": 3,
  "s2": 2.02
}



No. 2
{
  "formula": "C5H10CsNO2",
  "method": "the ωB97M-V functional and the def2-TZVPD basis",
  "species": ["C", "C", "N", "C", "C", "C", "O", "O", "H", "H", "H", "H", "H", "H", "H", "H", "H", "H", "Cs"],
  "coordinates": [[1.43016, 0.79869, 0.60430], [1.07292, -0.26510, -0.40474], [1.39104, -0.11567, -1.62375], [0.40854, -1.48941, 0.14383], [-1.08627, -1.35237, 0.57930], [-1.76705, -0.10253, 0.18779], [-1.90961, 0.21028, -1.25588], [-1.34247, 1.52952, -1.54355], [2.52355, 0.88005, 0.65566], [1.02951, 1.74853, 0.23802], [0.99877, 0.65235, 1.61309], [1.85566, 0.78119, -1.78104], [0.52122, -2.27277, -0.61553], [1.02772, -1.79886, 1.00836], [-1.60607, -2.19118, 0.10198], [-1.25729, 0.77110, 0.61071], [-2.78876, -0.08646, 0.59237], [-0.58426, 1.23248, -2.07142], [0.08269, 1.07017, 2.96053]],
  "atomic_forces_ev_per_a": [[0.479, 0.118, -0.443], [0.062, -0.183, 0.140], [-0.131, -0.195, -0.258], [0.005, -0.255, -0.253], [0.350, 0.405, -0.275], [0.023, -0.038, 0.693], [0.184, 0.438, -0.090], [-0.051, -0.620, 0.070], [-0.140, 0.010, 0.183], [0.021, 0.186, 0.079], [4.186, -1.711, -6.564], [0.020, 0.001, 0.056], [0.019, 0.107, 0.110], [0.007, -0.047, -0.158], [-0.125, -0.034, 0.520], [-0.064, 0.425, -0.342], [0.057, -0.040, -0.202], [-0.050, 0.079, 0.044], [-4.854, 1.355, 6.689]],
  "orbital_gap_ev": 4.62,
  "homo_energy_ev": -5.573,
  "multiplicity": 1
}



No. 3
{
  "formula": "C10H19N3O4",
  "method": "the ωB97M-V functional and the def2-TZVPD basis",
  "species": ["C", "C", "C", "C", "C", "C", "C", "C", "C", "C", "H", "H", "H", "H", "H", "H", "H", "H", "H", "H", "H", "H", "H", "H", "H", "H", "H", "H", "H", "N", "N", "N", "O", "O", "O", "O"],
  "coordinates": [[2.19093, -0.79925, 0.33760], [1.16053, -1.42514, -0.64588], [2.38252, 0.84460, 0.17031], [3.10810, 1.54084, 1.27615], [3.03717, 1.02874, -1.20822], [-0.85206, -0.51137, 0.60804], [-2.13908, -1.32964, 0.87676], [-1.43983, 0.91644, 0.46910], [-2.45814, 1.11529, -0.67115], [-3.93429, 0.54592, -0.47717], [3.37564, -2.41632, 0.81235], [3.63176, -1.80936, -0.67020], [1.89347, -0.98114, 1.36140], [1.34976, 1.22728, 0.13963], [2.42806, 1.51661, 2.15326], [4.03724, 1.07618, 1.34993], [3.48655, 2.62564, 1.08124], [4.18196, 0.82365, -1.09108], [2.82186, 2.13976, -1.55752], [2.48515, 0.42450, -1.94458], [-0.86157, -1.49050, -1.17270], [-0.15135, -0.55296, 1.53754], [-2.03156, 1.23368, 1.36214], [-0.63372, 1.57750, 0.33467], [-2.67891, 2.20967, -0.68401], [-2.11703, 0.74230, -1.65194], [-5.28565, -0.63069, -1.20854], [-4.07643, -0.18598, -2.45786], [-3.35573, -1.94266, 2.09619], [3.46386, -1.56636, 0.30086], [-0.16652, -1.12492, -0.46773], [-4.57578, 0.10259, -1.58708], [1.49021, -2.22956, -1.54373], [-2.84394, -1.81614, -0.02396], [-4.46065, 0.56156, 0.60501], [-2.46253, -1.44076, 2.19114]],
  "atomic_forces_ev_per_a": [[1.205, 0.470, 0.596], [0.131, -1.152, -0.980], [-1.003, -1.817, -1.776], [-0.697, 1.912, 0.069], [0.317, 2.176, 0.052], [-0.265, -0.173, 3.124], [-0.549, -1.288, -0.583], [-1.735, -0.568, -0.119], [-1.396, 0.198, -0.545], [2.566, 0.605, -0.016], [-0.177, -0.580, 0.298], [0.164, -0.179, 0.067], [-0.778, 0.207, 0.322], [0.265, -0.141, -0.213], [1.082, 0.084, -0.022], [1.514, -1.311, 1.097], [-1.448, -1.555, -0.076], [-2.152, 0.277, -0.726], [0.931, -2.060, 0.694], [0.799, -0.113, 0.057], [1.542, 0.163, 0.820], [-1.497, 0.164, -1.416], [0.847, -0.568, -0.187], [0.914, 1.076, -0.192], [0.474, -0.629, -0.483], [0.174, 0.516, 0.323], [1.370, 1.816, -1.493], [-0.463, 0.426, 1.500], [1.755, 1.157, 0.722], [-0.420, 1.794, -1.055], [-1.143, -0.116, -2.181], [-1.601, -2.535, -0.158], [-0.359, 1.910, 1.692], [1.891, 0.956, 1.973], [-0.378, 0.022, 0.720], [-1.882, -1.144, -1.906]],
  "orbital_gap_ev": 10.14,
  "homo_energy_ev": -9.600,
  "multiplicity": 1
}



No. 4
{
  "formula": "C2H8Br2Si3",
  "method": "the ωB97M-V functional and the def2-TZVPD basis",
  "species": ["C", "C", "Si", "Si", "Si", "Br", "Br", "H", "H", "H", "H", "H", "H", "H", "H"],
  "coordinates": [[-0.46887, -1.95078, -0.34769], [1.39988, 0.29137, 0.91942], [1.13435, -1.02070, -0.60244], [-1.72855, 0.73491, -0.60922], [-0.13881, 1.44331, 0.93478], [-3.84302, 0.21982, 0.03934], [0.63070, 3.38698, -0.08119], [-0.85168, -2.79885, -1.03950], [-0.77013, -2.14831, 0.63189], [1.42784, -0.18186, 1.86920], [2.46608, 0.71874, 0.72354], [2.40251, -1.78589, -0.67632], [1.14430, 0.01094, -1.66117], [-2.01777, 0.92207, -2.14211], [-0.78685, 2.15826, 2.04148]],
  "atomic_forces_ev_per_a": [[-0.137, 1.067, -2.918], [0.118, -0.026, -1.641], [-0.516, 0.717, 1.719], [-0.749, -3.060, -1.225], [2.025, 1.384, -1.387], [0.683, 0.402, 0.129], [-0.238, -0.476, 0.071], [0.631, 1.878, 0.879], [-0.344, -0.166, 1.651], [0.123, -0.784, 0.945], [-2.196, -0.095, 0.347], [-0.019, -0.049, -0.079], [-0.137, -0.240, -0.467], [0.827, 0.153, 1.489], [-0.071, -0.705, 0.487]],
  "orbital_gap_ev": [7.13, 7.13],
  "homo_energy_ev": [-8.089, -8.090],
  "multiplicity": 1
}



Ordered energy results: -102032.7130, -11471.2755, -23338.4774, -165920.5417; unit eV.
Ordered max |F| results: 5.90, 8.38, 3.14, 3.38; unit eV/A.